(1)
{"formula": "C21H21FN4O3", "method": "the ωB97M-V functional and the def2-TZVPD basis", "orbital_gap_ev": 8.51, "smiles": "CCn1c(=O)c(=O)[nH]c2cc(C(=O)N3CCN(c4ccccc4F)CC3)ccc21", "fmax_ha_per_bohr": 0.016, "e_above_lowest_kcal_mol": 22.17, "charge": 0, "homo_energy_ev": -8.11, "species": ["C", "C", "N", "C", "O", "C", "O", "N", "C", "C", "C", "C", "O", "N", "C", "C", "N", "C", "C", "C", "C", "C", "C", "F", "C", "C", "C", "C", "C", "H", "H", "H", "H", "H", "H", "H", "H", "H", "H", "H", "H", "H", "H", "H", "H", "H", "H", "H", "H", "H"], "positions_angstrom": [[2.687, 4.374, -2.493], [3.191, 2.963, -2.213], [2.148, 1.969, -2.426], [2.156, 1.339, -3.650], [2.987, 1.598, -4.494], [1.094, 0.289, -3.907], [1.050, -0.353, -4.930], [0.184, 0.113, -2.908], [0.190, 0.778, -1.701], [-0.777, 0.499, -0.747], [-0.746, 1.123, 0.490], [-1.804, 0.731, 1.466], [-2.982, 0.747, 1.157], [-1.393, 0.348, 2.708], [-0.048, -0.067, 3.039], [-0.055, -1.603, 3.252], [-1.140, -2.207, 2.517], [-1.029, -2.562, 1.186], [-2.059, -3.299, 0.579], [-2.004, -3.703, -0.738], [-0.899, -3.416, -1.521], [0.151, -2.724, -0.950], [0.077, -2.305, 0.364], [1.158, -1.601, 0.814], [-2.427, -1.816, 3.069], [-2.374, -0.338, 3.525], [0.231, 2.082, 0.740], [1.177, 2.387, -0.218], [1.194, 1.727, -1.449], [1.841, 4.626, -1.857], [2.376, 4.453, -3.531], [3.485, 5.090, -2.316], [3.993, 2.721, -2.915], [3.576, 2.866, -1.196], [-0.538, -0.582, -3.063], [-1.552, -0.221, -0.963], [0.271, 0.441, 3.956], [0.633, 0.202, 2.235], [0.898, -2.040, 2.964], [-0.222, -1.836, 4.309], [-2.917, -3.579, 1.169], [-2.831, -4.260, -1.152], [-0.847, -3.735, -2.550], [1.042, -2.485, -1.511], [-3.195, -1.910, 2.303], [-2.682, -2.466, 3.914], [-2.078, -0.243, 4.571], [-3.345, 0.136, 3.378], [0.241, 2.606, 1.684], [1.909, 3.143, 0.010]]}

=====

(2)
{"formula": "C21H21N3O4", "method": "the ωB97M-V functional and the def2-TZVPD basis", "orbital_gap_ev": 8.80, "smiles": "COCCN1C(=O)c2[nH]nc(-c3ccccc3O)c2[C@H]1c1ccc(OC)cc1", "fmax_ha_per_bohr": 0.026, "e_above_lowest_kcal_mol": 63.48, "charge": 0, "homo_energy_ev": -8.16, "species": ["C", "O", "C", "C", "N", "C", "O", "C", "N", "N", "C", "C", "C", "C", "C", "C", "C", "O", "C", "C", "C", "C", "C", "C", "O", "C", "C", "C", "H", "H", "H", "H", "H", "H", "H", "H", "H", "H", "H", "H", "H", "H", "H", "H", "H", "H", "H", "H", "H"], "positions_angstrom": [[-2.639, -2.503, 3.195], [-2.391, -1.995, 1.909], [-2.710, -2.912, 0.884], [-2.431, -2.272, -0.478], [-1.026, -2.118, -0.733], [-0.319, -2.989, -1.507], [-0.770, -3.942, -2.110], [1.057, -2.488, -1.419], [2.298, -2.748, -1.862], [3.162, -1.855, -1.372], [2.484, -0.996, -0.599], [3.133, 0.109, 0.089], [2.370, 1.004, 0.839], [2.956, 2.059, 1.506], [4.330, 2.238, 1.437], [5.105, 1.367, 0.701], [4.526, 0.299, 0.018], [5.339, -0.510, -0.685], [1.126, -1.374, -0.600], [-0.239, -1.057, -0.093], [-0.759, 0.305, -0.487], [-0.493, 0.830, -1.748], [-0.985, 2.064, -2.109], [-1.762, 2.807, -1.216], [-2.194, 4.013, -1.670], [-2.971, 4.817, -0.815], [-2.039, 2.279, 0.040], [-1.540, 1.037, 0.393], [-3.698, -2.754, 3.325], [-2.039, -3.401, 3.390], [-2.362, -1.721, 3.900], [-3.773, -3.188, 0.945], [-2.109, -3.828, 0.994], [-2.830, -2.921, -1.261], [-2.913, -1.291, -0.521], [2.616, -3.484, -2.472], [1.301, 0.869, 0.886], [2.345, 2.741, 2.078], [4.797, 3.061, 1.958], [6.174, 1.489, 0.632], [4.798, -1.201, -1.118], [-0.318, -1.172, 0.995], [0.106, 0.267, -2.448], [-0.781, 2.483, -3.081], [-2.424, 5.081, 0.096], [-3.187, 5.723, -1.379], [-3.911, 4.326, -0.546], [-2.641, 2.822, 0.752], [-1.767, 0.628, 1.367]]}

=====

(3)
{"formula": "C21H22Cl2N4O2", "method": "the ωB97M-V functional and the def2-TZVPD basis", "orbital_gap_ev": 9.13, "smiles": "CCCCCCC#Cc1cncc(C(=O)NNC(=O)Nc2cc(Cl)cc(Cl)c2)c1", "fmax_ha_per_bohr": 0.019, "e_above_lowest_kcal_mol": 49.47, "charge": 0, "homo_energy_ev": -8.89, "species": ["C", "C", "C", "C", "C", "C", "C", "C", "C", "C", "N", "C", "C", "C", "O", "N", "N", "C", "O", "N", "C", "C", "C", "Cl", "C", "C", "Cl", "C", "C", "H", "H", "H", "H", "H", "H", "H", "H", "H", "H", "H", "H", "H", "H", "H", "H", "H", "H", "H", "H", "H", "H"], "positions_angstrom": [[-8.575, -3.547, -0.797], [-7.337, -3.594, 0.089], [-6.496, -2.326, -0.043], [-5.251, -2.378, 0.840], [-4.448, -1.078, 0.838], [-3.800, -0.784, -0.522], [-2.960, 0.389, -0.448], [-2.270, 1.370, -0.352], [-1.455, 2.519, -0.252], [-2.017, 3.801, -0.216], [-1.301, 4.905, -0.133], [0.012, 4.802, -0.076], [0.689, 3.580, -0.091], [2.170, 3.596, -0.034], [2.859, 4.530, -0.407], [2.739, 2.511, 0.550], [4.135, 2.421, 0.566], [4.677, 1.173, 0.353], [3.987, 0.177, 0.388], [6.040, 1.217, 0.196], [6.925, 0.149, 0.075], [8.284, 0.443, -0.034], [9.198, -0.586, -0.161], [10.876, -0.210, -0.293], [8.796, -1.912, -0.183], [7.441, -2.183, -0.074], [6.913, -3.822, -0.099], [6.500, -1.176, 0.054], [-0.065, 2.416, -0.192], [-8.294, -3.445, -1.843], [-9.204, -2.700, -0.529], [-9.160, -4.457, -0.687], [-6.729, -4.460, -0.182], [-7.641, -3.718, 1.131], [-6.207, -2.206, -1.089], [-7.102, -1.462, 0.238], [-4.609, -3.201, 0.516], [-5.560, -2.589, 1.867], [-3.659, -1.145, 1.592], [-5.097, -0.244, 1.113], [-3.193, -1.640, -0.832], [-4.571, -0.615, -1.277], [-3.090, 3.930, -0.265], [0.569, 5.726, -0.012], [2.287, 1.621, 0.717], [4.533, 3.282, 0.198], [6.473, 2.129, 0.215], [8.626, 1.467, -0.018], [9.515, -2.708, -0.283], [5.452, -1.409, 0.139], [0.394, 1.439, -0.253]]}

=====

(4)
{"formula": "C21H22Cl2N9O3PdSi", "method": "the ωB97M-V functional and the def2-TZVPD basis", "orbital_gap_ev": 8.06, "fmax_ha_per_bohr": 0.009, "e_above_lowest_kcal_mol": 2.75, "charge": -1, "homo_energy_ev": -5.57, "species": ["Pd", "N", "N", "N", "C", "N", "N", "H", "H", "H", "C", "Si", "C", "C", "H", "H", "H", "H", "H", "H", "H", "H", "H", "O", "N", "C", "C", "N", "C", "N", "Cl", "C", "C", "C", "C", "C", "Cl", "C", "N", "C", "C", "C", "C", "C", "C", "C", "C", "O", "O", "H", "H", "H", "H", "H", "H", "H", "H", "H", "H"], "positions_angstrom": [[-0.597, -1.815, -0.927], [1.867, 3.605, -1.047], [0.750, 2.824, -0.801], [0.351, 2.552, 0.418], [-0.572, 1.638, 0.195], [-0.720, 1.373, -1.127], [0.146, 2.137, -1.738], [2.630, 2.956, -1.232], [1.677, 4.146, -1.882], [-1.132, 1.118, 0.957], [2.585, -3.020, -0.389], [1.074, -2.360, 0.526], [0.484, -3.758, 1.639], [1.574, -0.940, 1.639], [3.336, -3.344, 0.338], [3.046, -2.274, -1.031], [2.316, -3.880, -1.007], [1.336, -4.157, 2.200], [0.035, -4.569, 1.064], [-0.261, -3.401, 2.350], [2.368, -1.281, 2.313], [0.717, -0.621, 2.235], [1.947, -0.083, 1.081], [0.072, -2.226, -3.551], [0.554, -1.570, -2.605], [1.640, -0.842, -2.887], [2.170, -0.845, -4.211], [2.630, -0.813, -5.265], [2.267, -0.001, -1.934], [2.872, 0.716, -1.263], [-4.528, 1.071, -0.281], [-4.195, -0.485, -0.974], [-3.231, -0.557, -1.967], [-2.967, -1.762, -2.601], [-3.682, -2.893, -2.233], [-4.624, -2.804, -1.232], [-5.484, -4.256, -0.773], [-4.911, -1.611, -0.552], [-5.905, -1.560, 0.424], [-5.704, -0.934, 1.703], [-6.665, -0.022, 2.125], [-6.539, 0.627, 3.339], [-5.428, 0.375, 4.135], [-4.483, -0.546, 3.722], [-4.611, -1.234, 2.517], [-3.587, -2.268, 2.137], [-2.372, -1.682, 1.403], [-1.930, -2.447, 0.475], [-1.924, -0.593, 1.748], [-2.688, 0.339, -2.229], [-2.212, -1.819, -3.375], [-3.495, -3.849, -2.702], [-6.415, -2.428, 0.490], [-7.493, 0.190, 1.461], [-7.289, 1.342, 3.653], [-5.302, 0.894, 5.077], [-3.616, -0.749, 4.339], [-4.020, -3.063, 1.533], [-3.199, -2.730, 3.049]]}

=====

Number 1: E_LUMO 0.40 eV. Number 2: E_LUMO 0.64 eV. Number 3: E_LUMO 0.24 eV. Number 4: E_LUMO 2.49 eV.